Arrangement 1

{"formula": "C4H6OS", "method": "ωB97M-V/def2-TZVPD", "total_charge": 0, "homo_lumo_gap_ev": 8.4, "lumo_ev": -0.60, "smiles": "S=CC[C@H]1CO1", "e_homo_ev": -9.0, "species": ["C", "C", "C", "C", "H", "H", "H", "H", "H", "H", "O", "S"], "coordinates": [[0.49756, -0.74102, -1.56911], [0.66726, -0.60366, -0.10582], [0.10963, 0.67630, 0.46469], [-1.26985, 0.71118, 1.02487], [-0.48606, -0.86659, -1.89962], [1.77451, -0.54647, 0.12130], [0.43530, -1.50180, 0.45335], [0.43735, 1.61801, 0.07003], [-1.97135, 1.61718, 1.08082], [-1.80170, -0.27245, 1.17513], [-0.11336, 0.64453, 1.89195], [1.72069, -0.73521, -2.70759]], "nbo_charge": [-0.20, -0.54, 0.06, -0.13, 0.18, 0.23, 0.26, 0.20, 0.20, 0.18, -0.49, 0.04]}

***

Arrangement 2

{"formula": "C4H6OS", "method": "ωB97M-V/def2-TZVPD", "total_charge": 0, "homo_lumo_gap_ev": [9.1, 9.1], "lumo_ev": [0.46, 0.46], "smiles": "C=C=C.OC=S", "e_homo_ev": [-8.7, -8.7], "species": ["C", "C", "C", "C", "O", "S", "H", "H", "H", "H", "H", "H"], "coordinates": [[0.83879, 0.05816, -0.85511], [1.63943, 0.99556, -0.45270], [0.18217, -0.84669, -1.41719], [-1.43818, 0.10009, 1.68529], [-0.67303, -0.93156, 1.53192], [-2.13019, 1.01831, 0.47125], [2.43491, 1.37111, -1.04580], [1.36955, 1.45364, 0.41661], [-0.39788, -0.42726, -2.24223], [0.25244, -1.87999, -1.41627], [-1.64648, 0.22919, 2.70231], [-0.43153, -1.14055, 0.62193]], "nbo_charge": [0.14, -0.50, -0.55, 0.11, -0.65, -0.17, 0.23, 0.22, 0.24, 0.23, 0.17, 0.51]}

***

Preferred: arrangement 1; penalty for the next structure: 0.507 eV.